Version one
The following is a quantum chemistry calculation of the molecule C3H6O3, from the OMol25 dataset.

**Orbital gap (spin up / spin down)**: 8.358 / 8.356 eV
**Total charge**: 0
**Multiplicity**: 1
**HOMO energy (spin up / spin down)**: -9.3 / -9.3 eV
**LUMO level (spin up / spin down)**: -0.970 / -0.971 eV

CARTESIAN COORDINATES (ANGSTROEM)
1 O 0.103 -0.674 -1.487
2 H 0.688 1.605 -0.809
3 H -0.283 2.628 0.268
4 C -0.043 -1.432 0.534
5 C 0.115 1.625 0.121
6 H -1.776 -0.960 -0.637
7 H 0.774 1.387 0.968
8 O 1.234 -1.360 0.592
9 H 1.455 -0.777 -0.263
10 C -0.759 -0.570 -0.476
11 O -1.006 0.751 0.056
12 H -0.502 -2.221 1.131

These are the Mulliken partial charges, in e, on atoms 1 to 8: -0.78, 0.31, 0.27, 0.02, -0.62, 0.31, 0.25, -0.36

***

Version two
The following is a quantum chemistry calculation of a cluster of 2 separate species, C3H6O3 in total, from the OMol25 dataset.

**Orbital gap**: 11.046 eV
**SMILES**: CC=O.O=CO
**Total charge**: 0
**Multiplicity**: 1
**HOMO energy**: -10.4 eV
**LUMO level**: 0.672 eV

CARTESIAN COORDINATES (ANGSTROEM)
1 H -1.779 -2.147 0.988
2 O -0.797 1.038 0.478
3 O 1.525 0.474 -0.626
4 C -1.491 -1.198 1.457
5 H -0.448 -0.788 -0.474
6 H -2.316 -0.861 2.058
7 H -0.797 -1.547 2.254
8 H 2.212 0.497 -2.791
9 C 1.857 1.202 -1.808
10 H 1.159 1.108 0.107
11 O 1.762 2.386 -2.027
12 C -0.886 -0.165 0.383

These are the Mulliken partial charges, in e, on atoms 1 to 8: 0.31, -0.54, -0.43, -0.99, 0.23, 0.31, 0.28, 0.26

***

Version three
The following is a quantum chemistry calculation of the molecule C3H6O3, from the OMol25 dataset.

**Orbital gap**: 10.944 eV
**SMILES**: C[C@@H](O)C(=O)O
**Total charge**: 0
**Multiplicity**: 1
**HOMO energy**: -10.4 eV
**LUMO level**: 0.501 eV

CARTESIAN COORDINATES (ANGSTROEM)
1 H -2.349 -0.609 0.242
2 H 0.079 -1.768 -1.242
3 O -1.470 -1.005 0.088
4 O -1.001 1.137 1.031
5 H 0.853 1.721 0.614
6 H 1.985 -1.606 -1.339
7 H 0.697 -0.285 -2.003
8 C -0.651 0.110 0.389
9 H 1.139 -0.827 0.822
10 C 0.944 -1.037 -1.180
11 O 1.390 1.087 -0.163
12 C 0.747 -0.137 0.001

These are the Mulliken partial charges, in e, on atoms 1 to 8: 0.36, 0.32, -0.43, -0.62, 0.38, 0.27, 0.27, 0.52

***

Version four
The following is a quantum chemistry calculation of the molecule C3H6O3, from the OMol25 dataset.

**Orbital gap**: 10.593 eV
**SMILES**: COC(=O)CO
**Total charge**: 0
**Multiplicity**: 1
**HOMO energy**: -9.7 eV
**LUMO level**: 0.879 eV

CARTESIAN COORDINATES (ANGSTROEM)
1 H -2.056 0.459 1.161
2 H -2.152 1.593 -0.810
3 O 0.096 0.828 -0.245
4 H 3.060 -1.019 0.234
5 H 2.041 -0.419 -1.104
6 H -2.269 -1.049 0.125
7 O 1.001 -0.969 0.651
8 C 2.190 -0.405 -0.020
9 C -1.835 -0.072 0.234
10 C -0.119 -0.209 0.331
11 O -2.348 0.642 -0.858
12 H 2.381 0.632 0.272

These are the Mulliken partial charges, in e, on atoms 1 to 8: 0.25, 0.32, -0.52, 0.23, 0.28, 0.33, -0.39, -0.57

***

Last place for stability: version one

***

Version one
The following is a quantum chemistry calculation of a structure of composition C3H4ClF, from the OMol25 dataset.

**Orbital gap**: 10.957 eV
**Total charge**: 0
**Multiplicity**: 1
**HOMO energy**: -10.0 eV
**LUMO level**: 0.912 eV

CARTESIAN COORDINATES (ANGSTROEM)
1 H 0.242 -2.001 1.109
2 C 0.561 -0.912 0.967
3 H -0.818 1.149 -1.777
4 C -0.570 -0.399 -0.519
5 F -1.629 -1.156 -0.682
6 H 0.126 -0.309 1.665
7 Cl 2.230 -0.615 0.471
8 C -0.324 0.803 -0.986
9 H 0.568 1.397 -0.577

These are the Mulliken partial charges, in e, on atoms 1 to 8: 0.30, -0.52, 0.39, 0.36, -0.23, 0.37, -0.14, -0.69

***

Version two
The following is a quantum chemistry calculation of the molecule C3H4ClF, from the OMol25 dataset.

**Orbital gap (spin up / spin down)**: 8.721 / 8.933 eV
**Total charge**: 0
**Multiplicity**: 1
**HOMO energy (spin up / spin down)**: -8.7 / -8.7 eV
**LUMO level (spin up / spin down)**: 0.013 / 0.206 eV

CARTESIAN COORDINATES (ANGSTROEM)
1 C 0.051 0.782 -0.151
2 C 0.796 -0.388 -0.445
3 H 0.597 -0.738 -1.438
4 H 0.219 1.269 0.905
5 H -0.973 0.733 -0.747
6 C -0.032 -1.368 0.386
7 Cl 2.466 -0.462 -0.014
8 H -0.141 -1.122 1.512
9 F -1.072 -2.041 -0.192

These are the Mulliken partial charges, in e, on atoms 1 to 8: -0.80, 0.29, 0.26, 0.32, 0.28, -0.24, -0.18, 0.29

***

Version three
The following is a quantum chemistry calculation of the molecule C3H4ClF, from the OMol25 dataset.

**Orbital gap**: 10.735 eV
**SMILES**: C/C(F)=C/Cl
**Total charge**: 0
**Multiplicity**: 1
**HOMO energy**: -9.9 eV
**LUMO level**: 0.830 eV

CARTESIAN COORDINATES (ANGSTROEM)
1 C 0.062 0.991 0.608
2 C 0.316 -0.272 -0.037
3 H -0.885 1.349 0.628
4 F 1.778 -0.613 -0.158
5 H 0.681 1.792 0.336
6 H 0.210 0.814 1.645
7 H -1.506 -0.548 -0.833
8 C -0.579 -0.987 -0.651
9 Cl -0.078 -2.524 -1.537

These are the Mulliken partial charges, in e, on atoms 1 to 8: -1.23, 0.63, 0.40, -0.28, 0.33, 0.31, 0.38, -0.36

***

Last place for stability: version two

***

Version one
The following is a quantum chemistry calculation of the molecule C5H13NO, from the OMol25 dataset.

**Orbital gap**: 9.359 eV
**SMILES**: CN[C@@H](C)[C@H](C)O
**Total charge**: 0
**Multiplicity**: 1
**HOMO energy**: -8.4 eV
**LUMO level**: 0.955 eV

CARTESIAN COORDINATES (ANGSTROEM)
1 H 1.885 -0.957 0.098
2 N -1.153 0.541 0.111
3 H -1.220 -1.453 1.762
4 C -0.216 -1.046 1.786
5 C 1.511 0.553 -1.312
6 H 1.978 0.065 -2.185
7 H -2.203 2.102 1.126
8 H 2.269 1.193 -0.876
9 O 0.370 -1.497 -1.209
10 H -0.074 -0.598 2.770
11 H 0.707 1.166 -1.714
12 H 0.480 -1.903 1.717
13 C -1.466 1.939 0.333
14 H 0.088 -2.242 -0.650
15 H -1.868 2.384 -0.578
16 C 1.000 -0.526 -0.385
17 C 0.047 -0.005 0.686
18 H -0.581 2.524 0.563
19 H -1.354 0.264 -0.838
20 H 0.581 0.826 1.177

These are the Mulliken partial charges, in e, on atoms 1 to 8: 0.38, -0.32, 0.36, -1.49, -1.39, 0.37, 0.27, 0.36

***

Version two
The following is a quantum chemistry calculation of a cluster of 2 separate species, C5H13NO in total, from the OMol25 dataset.

**Orbital gap**: 8.789 eV
**SMILES**: CN1CCCC1.O
**Total charge**: 0
**Multiplicity**: 1
**HOMO energy**: -8.0 eV
**LUMO level**: 0.822 eV

CARTESIAN COORDINATES (ANGSTROEM)
1 C -0.552 -1.000 1.090
2 H -4.420 1.729 -1.893
3 N 1.607 -0.464 0.321
4 O -4.292 1.422 -2.771
5 C 0.718 -0.073 -0.766
6 C -0.702 -0.171 -0.227
7 H 1.256 -1.250 2.283
8 C 0.826 -0.565 1.548
9 H -0.706 -2.054 0.919
10 H -1.368 -0.733 1.770
11 H 0.852 -0.797 -1.590
12 H 3.491 -0.039 -0.353
13 H 0.997 0.925 -1.122
14 H 2.755 1.340 0.417
15 H -4.972 0.721 -2.811
16 H 0.808 0.465 1.971
17 C 2.850 0.243 0.485
18 H 3.312 0.038 1.445
19 H -1.528 -0.595 -0.789
20 H -0.931 0.857 0.074

These are the Mulliken partial charges, in e, on atoms 1 to 8: -0.64, 0.31, -0.04, -0.63, -0.58, -0.54, 0.34, -0.62

***

Version three
The following is a quantum chemistry calculation of a cluster of 2 separate species, C5H13NO in total, from the OMol25 dataset.

**Orbital gap**: 8.902 eV
**SMILES**: CC/C(C)=C/N.O
**Total charge**: 0
**Multiplicity**: 1
**HOMO energy**: -8.1 eV
**LUMO level**: 0.849 eV

CARTESIAN COORDINATES (ANGSTROEM)
1 H -0.955 3.048 1.005
2 H 1.324 -1.814 0.760
3 C 1.647 -0.972 0.149
4 C -0.895 -1.077 -0.355
5 H -0.639 -1.494 1.731
6 H 2.427 1.130 -1.105
7 C 0.401 -0.335 -0.381
8 H 2.399 -0.265 0.512
9 H -2.150 -0.658 1.351
10 C 0.393 0.880 -1.043
11 H -1.651 -0.519 -0.883
12 H 2.288 -1.329 -0.661
13 H 1.614 2.154 -2.093
14 H -0.575 1.366 -1.122
15 C -1.482 -1.488 0.963
16 O -1.412 2.362 1.438
17 H -1.971 -2.407 0.996
18 H -0.666 -2.020 -0.833
19 N 1.587 1.732 -1.193
20 H -1.682 1.706 0.765

These are the Mulliken partial charges, in e, on atoms 1 to 8: 0.31, 0.34, -1.60, -0.79, 0.25, 0.24, 1.17, 0.38

***

Version four
The following is a quantum chemistry calculation of the molecule C5H13NO, from the OMol25 dataset.

**Orbital gap**: 9.847 eV
**SMILES**: C[C@@H](O)[C@@H](C)CN
**Total charge**: 0
**Multiplicity**: 1
**HOMO energy**: -8.8 eV
**LUMO level**: 1.004 eV

CARTESIAN COORDINATES (ANGSTROEM)
1 H 0.918 -0.237 -1.898
2 C -1.262 0.894 -0.534
3 C -0.270 -1.149 0.460
4 C 0.059 0.348 -0.005
5 H 1.521 -1.303 1.670
6 H 1.646 -2.098 0.092
7 C 0.983 -1.889 0.926
8 H 1.301 1.415 -1.408
9 H 0.694 -2.839 1.374
10 C 1.166 0.396 -1.049
11 H 0.359 0.904 0.892
12 H -0.729 -1.699 -0.367
13 H -0.882 -0.718 2.255
14 N -1.214 2.383 -0.695
15 H -0.545 2.680 -1.398
16 O -1.250 -1.153 1.477
17 H -1.052 2.851 0.191
18 H -1.488 0.467 -1.513
19 H 2.115 0.064 -0.636
20 H -2.071 0.681 0.166

These are the Mulliken partial charges, in e, on atoms 1 to 8: 0.33, -0.87, -0.05, 0.75, 0.35, 0.38, -1.47, 0.45

***

Last place for stability: version three

***

Version one
The following is a quantum chemistry calculation of a structure of composition C2H3O2S2, from the OMol25 dataset.

**Orbital gap (spin up / spin down)**: 6.354 / 6.355 eV
**Total charge**: -1
**Multiplicity**: 1
**HOMO energy (spin up / spin down)**: -2.9 / -2.9 eV
**LUMO level (spin up / spin down)**: 3.442 / 3.442 eV

CARTESIAN COORDINATES (ANGSTROEM)
1 H -1.237 -0.380 1.698
2 O 2.621 0.105 0.398
3 S -0.629 0.851 -0.225
4 O 2.106 1.741 -1.353
5 C -1.853 -0.163 0.781
6 H -0.224 -1.510 -0.069
7 H -1.728 -1.122 -1.060
8 S 2.019 1.421 0.058
9 C -1.075 -0.943 -0.228

These are the Mulliken partial charges, in e, on atoms 1 to 8: 0.05, -0.50, -0.21, -0.46, -0.59, 0.31, 0.18, 0.56

***

Version two
The following is a quantum chemistry calculation of a structure of composition C2H3O2S2, from the OMol25 dataset.

**Orbital gap (spin up / spin down)**: 6.773 / 6.776 eV
**Total charge**: -1
**Multiplicity**: 1
**HOMO energy (spin up / spin down)**: -4.3 / -4.3 eV
**LUMO level (spin up / spin down)**: 2.424 / 2.426 eV

CARTESIAN COORDINATES (ANGSTROEM)
1 C -0.490 -1.352 -0.878
2 C 4.025 0.446 0.426
3 O 4.015 0.967 1.517
4 S 2.757 -0.675 -0.355
5 O 4.671 0.426 -0.642
6 S 0.245 -1.834 0.685
7 H -1.465 -1.834 -0.876
8 H -0.888 -0.247 -1.110
9 H 0.285 -1.454 -1.586

These are the Mulliken partial charges, in e, on atoms 1 to 8: -0.74, 0.64, -0.58, -0.14, -0.52, -0.37, 0.27, 0.22

***

Version three
The following is a quantum chemistry calculation of the ion C2H3O2S2 with charge -1, from the OMol25 dataset.

**Orbital gap**: 7.268 eV
**Total charge**: -1
**Multiplicity**: 1
**HOMO energy**: -3.7 eV
**LUMO level**: 3.543 eV

CARTESIAN COORDINATES (ANGSTROEM)
1 S -2.277 1.074 -0.854
2 O 2.180 -1.293 -0.584
3 S 1.475 -0.008 -0.780
4 H 0.071 -1.112 1.060
5 O 1.939 1.071 0.097
6 H -0.988 1.324 1.150
7 H -0.852 -1.164 -0.506
8 C -0.342 -0.513 0.143
9 C -1.207 0.621 0.274

These are the Mulliken partial charges, in e, on atoms 1 to 8: -0.38, -0.58, 0.55, 0.30, -0.57, 0.24, 0.38, -0.91

***

Last place for stability: version one

***

Version one
The following is a quantum chemistry calculation of a cluster of 3 separate species, C4H16N2O2 in total, from the OMol25 dataset.

**Orbital gap**: 8.872 eV
**SMILES**: CCNCCN.O.O
**Total charge**: 0
**Multiplicity**: 1
**HOMO energy**: -8.4 eV
**LUMO level**: 0.519 eV

CARTESIAN COORDINATES (ANGSTROEM)
1 H 0.104 2.747 0.154
2 H -0.153 4.023 0.870
3 O -0.632 3.306 0.431
4 H 0.904 0.303 3.367
5 H 0.343 -0.051 -2.170
6 H -1.709 -1.821 -1.509
7 C -1.542 -1.424 -0.494
8 C 1.915 1.233 -1.449
9 N 0.751 -0.506 -0.172
10 H 1.562 -0.416 0.411
11 O 0.152 -0.267 3.176
12 C -0.065 -1.705 -0.161
13 H 1.926 1.662 -2.450
14 H 0.428 -2.581 -0.619
15 H 2.833 0.656 -1.301
16 H -0.156 1.161 -0.998
17 N -2.541 -1.995 0.409
18 H -0.243 -0.117 2.310
19 H -0.026 -2.092 0.864
20 H -2.573 -1.412 1.240
21 H 1.966 2.088 -0.780
22 H -1.701 -0.363 -0.633
23 C 0.642 0.451 -1.259
24 H -2.185 -2.880 0.762

These are the Mulliken partial charges, in e, on atoms 1 to 8: 0.31, 0.30, -0.63, 0.30, 0.32, 0.31, -0.49, -1.25

***

Version two
The following is a quantum chemistry calculation of a cluster of 3 separate species, C4H16N2O2 in total, from the OMol25 dataset.

**Orbital gap**: 8.933 eV
**SMILES**: C[C@@H](N)CCN.O.O
**Total charge**: 0
**Multiplicity**: 1
**HOMO energy**: -8.4 eV
**LUMO level**: 0.486 eV

CARTESIAN COORDINATES (ANGSTROEM)
1 C -1.190 -0.501 -1.104
2 H -1.462 0.097 -1.985
3 O 0.220 1.668 -3.405
4 H 1.856 1.784 1.765
5 H -0.091 -2.215 -0.882
6 C -0.809 0.430 0.083
7 H 0.268 2.425 1.759
8 H 1.200 1.058 -0.340
9 N -0.283 -1.516 -1.596
10 H 0.525 1.005 2.654
11 N 1.379 -0.677 0.652
12 H 0.653 0.930 -2.961
13 H -1.146 1.429 -0.191
14 H -1.565 -1.541 2.449
15 C 0.819 1.475 1.717
16 H -1.449 0.083 0.897
17 H 0.927 2.321 -3.459
18 H -2.165 -0.979 -0.910
19 O -0.762 -1.370 2.951
20 H 2.327 -0.470 0.937
21 H 0.620 -1.083 -1.740
22 H 0.913 -1.321 1.276
23 H -0.846 -1.896 3.758
24 C 0.650 0.594 0.494

These are the Mulliken partial charges, in e, on atoms 1 to 8: -0.84, 0.31, -0.62, 0.40, 0.30, -0.41, 0.37, 0.17

***

Last place for stability: version one